(1)
{"formula": "C6H16O2", "method": "the ωB97M-V functional and the def2-TZVPD basis", "e_lumo_ev": 0.7533, "smiles": "CC(C)CCCO.O", "spin_multiplicity": 1, "e_above_lowest_kj_mol": 133.65, "total_charge": 0, "elements": ["C", "C", "C", "C", "C", "C", "O", "H", "H", "H", "H", "H", "H", "H", "H", "H", "H", "H", "H", "H", "H", "O", "H", "H"], "coordinates": [[-0.790, -1.761, 1.343], [0.071, -0.856, 0.508], [1.375, -1.547, 0.084], [-0.684, -0.427, -0.851], [-0.392, 0.987, -1.277], [-0.789, 2.065, -0.256], [-2.111, 2.510, -0.328], [-0.671, -1.624, 2.431], [-0.580, -2.824, 1.215], [-1.825, -1.636, 1.003], [0.287, 0.103, 1.005], [1.884, -1.927, 0.981], [1.937, -1.051, -0.674], [1.183, -2.559, -0.396], [-1.762, -0.610, -0.648], [-0.427, -1.164, -1.581], [0.605, 1.100, -1.716], [-0.984, 1.283, -2.200], [-0.643, 1.666, 0.781], [-0.125, 3.040, -0.129], [-2.540, 2.127, -1.102], [2.286, 1.098, 1.010], [3.074, 0.866, 0.504], [1.621, 1.142, 0.293]], "forces_ev_per_a": [[-0.53, -0.50, 0.62], [0.24, 0.64, -2.40], [-1.01, -2.57, 0.71], [-0.58, -0.80, 2.29], [-0.90, 1.52, -1.74], [2.14, 1.36, 2.28], [-0.83, -0.14, -0.48], [-0.29, 0.33, -0.42], [0.22, -0.03, -0.39], [-0.01, 0.00, 0.75], [-0.09, -0.95, 0.27], [0.66, 0.91, -0.28], [0.82, 0.73, 0.01], [-0.51, 1.07, 0.20], [0.44, 0.60, -0.30], [0.27, -0.26, -0.81], [0.29, 0.00, 0.67], [0.32, -0.60, 0.75], [-0.32, 0.01, -0.71], [-0.85, -1.89, -1.18], [0.07, 0.08, 0.10], [-0.14, 0.33, -0.94], [0.17, 0.01, 0.31], [0.44, 0.13, 0.69]]}



(2)
{"formula": "C6H16O2", "method": "the ωB97M-V functional and the def2-TZVPD basis", "e_lumo_ev": 0.5994, "smiles": "CC(C)CCCO.O", "spin_multiplicity": 1, "e_above_lowest_kj_mol": 178.94, "total_charge": 0, "elements": ["C", "C", "C", "C", "C", "C", "O", "H", "H", "H", "H", "H", "H", "H", "H", "H", "H", "H", "H", "H", "H", "O", "H", "H"], "coordinates": [[1.065, 1.963, -1.214], [0.500, 0.582, -0.809], [1.623, -0.355, -0.204], [-0.738, 0.868, 0.101], [-0.507, 0.225, 1.514], [-1.707, 0.393, 2.394], [-2.807, -0.464, 2.309], [2.102, 1.808, -1.485], [1.082, 2.561, -0.256], [0.529, 2.410, -2.011], [0.168, 0.112, -1.718], [1.233, -1.383, 0.054], [2.436, -0.094, 0.439], [2.332, -0.626, -1.053], [-1.740, 0.586, -0.227], [-1.003, 1.944, 0.169], [-0.352, -0.892, 1.335], [0.412, 0.580, 1.989], [-1.621, 0.576, 3.463], [-2.137, 1.363, 2.069], [-2.886, -1.266, 1.794], [0.790, -3.433, -3.198], [-0.115, -3.621, -2.932], [1.341, -3.839, -2.523]], "forces_ev_per_a": [[1.14, -0.98, 2.39], [0.09, 0.85, 0.68], [0.02, -2.03, -2.86], [0.09, -0.26, 1.31], [-0.13, -1.67, -0.98], [-1.27, 2.13, -0.09], [-1.53, -0.76, 0.37], [0.28, 0.29, -0.43], [-0.07, -0.10, -1.26], [-0.59, 0.63, -0.51], [-0.10, -0.52, -0.32], [0.29, 1.23, 0.10], [-0.42, 1.07, 1.43], [-1.14, 0.31, 0.18], [0.25, -1.12, -0.56], [1.06, -0.16, 0.36], [-0.09, 1.32, 0.36], [-0.20, 0.12, -0.06], [1.07, -0.44, 0.17], [0.15, -0.04, 0.12], [1.10, 0.11, -0.41], [-0.03, 0.04, -0.03], [0.03, -0.01, 0.00], [0.01, -0.02, 0.03]]}



(3)
{"formula": "C6H16O2", "method": "the ωB97M-V functional and the def2-TZVPD basis", "e_lumo_ev": [-4.1905, -7.6288], "spin_multiplicity": 2, "e_above_lowest_kj_mol": 24.79, "total_charge": 1, "elements": ["C", "C", "C", "C", "C", "C", "H", "H", "H", "H", "H", "H", "H", "H", "H", "H", "H", "H", "H", "H", "O", "H", "H", "O"], "coordinates": [[0.838, -0.623, 2.691], [1.417, 0.467, 1.806], [1.407, 0.048, 0.295], [0.023, -0.131, -0.214], [-0.410, -1.413, -0.544], [-0.850, 1.039, -0.129], [0.352, -0.251, 3.593], [1.582, -1.292, 3.102], [0.224, -1.362, 2.168], [0.823, 1.369, 1.877], [2.474, 0.626, 2.006], [1.940, 0.804, -0.280], [2.040, -0.826, 0.211], [-1.428, -1.701, -0.774], [0.259, -2.211, -0.821], [-1.481, 0.875, 0.760], [-0.354, 1.999, -0.021], [-1.618, 1.044, -0.895], [1.167, 1.242, -3.303], [0.518, 1.409, -2.029], [0.349, 0.946, -2.869], [-2.685, -0.510, -2.891], [-3.742, -0.927, -1.789], [-2.843, -0.621, -1.949]], "forces_ev_per_a": [[0.23, -0.78, 0.54], [-0.25, -0.49, -0.93], [0.36, -0.24, 0.25], [1.13, 0.52, 0.95], [-0.67, -0.84, -1.13], [-0.86, -0.27, 0.02], [-0.36, 0.15, -0.31], [0.74, 0.04, -0.01], [-0.57, 0.46, -0.05], [0.28, 0.39, 0.31], [-0.17, 0.43, 0.34], [-0.21, 0.45, -0.07], [-0.24, -0.51, -0.20], [-0.30, 0.56, 0.44], [0.70, 0.13, 0.32], [0.15, 0.00, 0.24], [0.16, -0.11, 0.00], [-0.02, 0.02, -0.41], [-0.33, -0.45, -0.66], [-0.63, -0.12, -0.31], [1.01, 0.65, 0.81], [-0.39, -0.09, -0.10], [-0.05, 0.07, -0.46], [0.29, 0.06, 0.42]]}



(4)
{"formula": "C6H16OSi", "method": "the ωB97M-V functional and the def2-TZVPD basis", "e_lumo_ev": [-0.3776, 0.7370], "spin_multiplicity": 1, "e_above_lowest_kj_mol": 542.71, "total_charge": 0, "elements": ["C", "C", "C", "C", "C", "C", "O", "Si", "H", "H", "H", "H", "H", "H", "H", "H", "H", "H", "H", "H", "H", "H", "H", "H"], "coordinates": [[1.283, 1.472, 0.062], [3.238, -0.125, 0.476], [-2.506, 1.514, -0.579], [-2.668, -0.818, 0.818], [1.717, -0.007, 0.418], [-2.621, 0.073, -0.462], [0.915, -2.815, -0.451], [0.967, -1.164, -0.918], [1.640, 1.645, -0.956], [0.129, 1.339, -0.094], [1.617, 2.408, 0.624], [3.617, -1.083, 0.876], [3.656, 0.706, 1.087], [3.707, 0.031, -0.534], [-1.987, 1.937, 0.220], [-1.956, 1.846, -1.498], [-3.487, 1.952, -0.518], [-2.454, -0.168, 1.718], [-1.987, -1.656, 0.725], [-3.700, -1.437, 1.027], [1.370, -0.159, 1.530], [-2.531, -0.542, -1.423], [0.260, -3.365, 0.048], [1.781, -1.585, -2.198]], "forces_ev_per_a": [[-1.70, -0.81, -1.11], [1.21, 0.51, -0.58], [0.09, 0.22, -1.26], [-2.12, 0.76, 0.08], [0.17, 1.28, 2.24], [0.54, -4.04, -0.80], [-0.89, 0.01, 0.62], [-0.11, -2.21, -0.07], [0.06, 0.19, -0.19], [1.95, 1.09, 0.64], [-0.56, -1.75, -0.06], [-0.31, 0.40, -0.18], [-0.23, -0.57, -0.12], [-0.45, -0.28, 0.72], [1.00, 0.74, 1.62], [-0.80, -0.37, 0.60], [-0.67, 0.59, -0.38], [-0.17, -1.01, -0.78], [0.54, 0.14, 0.10], [1.98, 1.91, -0.63], [0.11, -0.34, -2.19], [-0.32, 1.01, 1.43], [0.91, 1.37, -0.64], [-0.22, 1.14, 0.94]]}



(5)
{"formula": "C6H16S", "method": "the ωB97M-V functional and the def2-TZVPD basis", "e_lumo_ev": 0.9763, "smiles": "CCSC.CCC", "spin_multiplicity": 1, "e_above_lowest_kj_mol": 82.26, "total_charge": 0, "elements": ["C", "C", "S", "C", "H", "H", "H", "H", "H", "H", "H", "H", "C", "C", "C", "H", "H", "H", "H", "H", "H", "H", "H"], "coordinates": [[0.003, -0.034, -2.548], [0.120, 1.227, -1.648], [-1.442, 1.711, -0.911], [-1.236, 1.322, 0.890], [-0.357, -0.804, -1.855], [1.009, -0.392, -2.757], [-0.738, 0.163, -3.314], [0.901, 0.986, -0.925], [0.412, 2.084, -2.256], [-1.163, 2.322, 1.312], [-2.208, 0.981, 1.236], [-0.450, 0.610, 1.081], [1.374, -0.658, 2.095], [1.344, -1.729, 1.029], [0.957, -3.119, 1.657], [1.970, -1.017, 2.941], [1.930, 0.217, 1.757], [0.405, -0.360, 2.478], [0.673, -1.510, 0.196], [2.326, -1.932, 0.605], [0.081, -3.079, 2.300], [0.712, -3.787, 0.834], [1.877, -3.403, 2.157]], "forces_ev_per_a": [[-0.14, 0.35, 2.26], [0.38, -0.57, -0.94], [-0.23, -0.39, 0.62], [-1.21, 1.15, -1.09], [-0.44, -0.08, -0.40], [-0.09, 0.26, -1.07], [0.40, -0.45, -0.54], [-0.15, 0.54, 0.30], [0.34, -0.05, 0.13], [0.82, -0.32, 0.55], [0.06, -0.50, -0.03], [0.09, 0.21, 0.03], [1.17, 0.07, 0.15], [-0.82, -1.40, 0.44], [0.23, 1.26, -1.15], [-0.18, -0.09, 0.06], [-0.28, 0.30, -0.11], [-0.11, -0.11, -0.01], [-0.04, 0.25, 0.07], [0.16, 0.51, -0.12], [0.15, 0.10, 0.29], [0.22, -0.37, 0.12], [-0.33, -0.65, 0.43]]}



(6)
{"formula": "C6H16S2", "method": "the ωB97M-V functional and the def2-TZVPD basis", "e_lumo_ev": 0.6591, "smiles": "CCSC.CCSC", "spin_multiplicity": 1, "e_above_lowest_kj_mol": 70.16, "total_charge": 0, "elements": ["C", "C", "S", "C", "H", "H", "H", "H", "H", "H", "H", "H", "C", "C", "S", "C", "H", "H", "H", "H", "H", "H", "H", "H"], "coordinates": [[-2.230, -3.143, -2.622], [-2.465, -1.637, -2.557], [-4.226, -1.196, -2.746], [-4.749, -1.378, -1.144], [-2.696, -3.495, -3.558], [-2.730, -3.638, -1.773], [-1.167, -3.437, -2.626], [-1.868, -1.121, -3.333], [-2.121, -1.274, -1.569], [-4.313, -0.566, -0.539], [-4.431, -2.345, -0.718], [-5.849, -1.311, -1.082], [4.283, 2.751, 3.548], [3.630, 2.547, 2.201], [2.690, 0.983, 2.234], [1.998, 1.011, 0.585], [3.500, 3.094, 4.245], [5.098, 3.493, 3.541], [4.684, 1.791, 3.915], [4.403, 2.487, 1.411], [2.927, 3.356, 1.924], [2.843, 1.199, -0.098], [1.237, 1.794, 0.429], [1.553, 0.033, 0.334]], "forces_ev_per_a": [[-0.44, -0.30, -0.36], [0.59, 0.12, 0.44], [1.06, 0.25, -2.94], [-0.50, -0.17, 2.88], [0.26, -0.17, 0.41], [0.20, 0.06, -0.37], [-0.35, 0.29, 0.08], [-0.52, -0.14, 0.34], [-0.17, 0.15, -0.47], [-0.33, -0.36, 0.13], [-0.28, 0.31, -0.04], [0.48, -0.04, -0.09], [-0.28, 0.12, 0.71], [0.02, -0.01, -1.04], [0.01, 0.11, 0.40], [0.13, 0.18, -0.84], [0.49, -0.18, 0.01], [-0.39, -0.28, -0.14], [-0.05, 0.42, -0.05], [-0.41, -0.07, 0.23], [0.43, -0.26, 0.24], [-0.47, -0.14, -0.01], [0.28, -0.28, 0.22], [0.25, 0.39, 0.27]]}



(7)
{"formula": "C6H17B3ClFO11S3", "method": "the ωB97M-V functional and the def2-TZVPD basis", "e_lumo_ev": -0.4335, "spin_multiplicity": 1, "e_above_lowest_kj_mol": 39.73, "total_charge": 0, "elements": ["O", "S", "O", "F", "B", "O", "B", "O", "B", "Cl", "O", "H", "O", "S", "O", "O", "C", "C", "C", "H", "H", "H", "H", "H", "H", "H", "H", "O", "S", "O", "O", "C", "C", "C", "H", "H", "H", "H", "H", "H", "H", "H"], "coordinates": [[0.876, -1.176, -2.273], [0.025, -0.255, -2.919], [0.403, 1.090, -2.790], [-0.092, -0.643, -4.410], [-1.749, -0.473, -2.283], [-2.486, -1.591, -2.513], [-3.610, -1.138, -3.214], [-4.255, 0.011, -2.804], [-3.381, 0.976, -2.399], [-3.525, 2.647, -2.869], [-2.310, 0.557, -1.623], [-3.997, -1.671, -4.196], [5.754, 3.885, -0.615], [5.035, 3.495, 0.558], [5.445, 2.354, 1.315], [3.494, 3.364, 0.196], [3.124, 2.476, -0.885], [3.239, 1.013, -0.513], [4.888, 4.871, 1.646], [3.717, 2.710, -1.770], [2.088, 2.715, -1.117], [4.274, 0.729, -0.322], [2.862, 0.389, -1.322], [2.672, 0.801, 0.393], [4.551, 5.735, 1.082], [5.876, 5.050, 2.065], [4.187, 4.617, 2.437], [-1.359, -1.348, 1.135], [-1.964, -2.644, 1.067], [-3.204, -2.835, 0.380], [-2.079, -3.233, 2.537], [-2.783, -2.451, 3.525], [-4.285, -2.457, 3.320], [-0.794, -3.798, 0.440], [-2.387, -1.434, 3.538], [-2.539, -2.907, 4.483], [-4.562, -1.963, 2.391], [-4.777, -1.935, 4.141], [-4.661, -3.479, 3.271], [0.144, -3.678, 0.975], [-0.661, -3.573, -0.617], [-1.193, -4.802, 0.562]], "forces_ev_per_a": [[0.41, -1.64, 0.07], [0.05, -0.12, 1.97], [-0.05, 1.83, -0.82], [-0.10, -0.12, -0.84], [0.15, -0.95, 1.26], [0.33, 0.38, -1.51], [-0.98, -0.93, 0.26], [0.27, 0.14, -0.92], [-0.55, 0.68, 1.09], [-0.14, -0.10, 0.12], [0.64, 1.14, -0.66], [-0.01, -0.32, 0.14], [0.17, -0.14, -0.08], [-0.45, 0.24, 0.13], [0.21, -0.09, -0.04], [0.02, 0.08, 0.12], [-0.16, -0.45, -0.47], [0.24, -0.04, 0.22], [-0.02, 0.08, 0.03], [0.11, 0.10, 0.11], [0.01, 0.19, 0.15], [0.00, 0.03, -0.03], [-0.10, 0.08, -0.03], [-0.07, 0.00, -0.05], [-0.01, -0.02, -0.01], [0.02, -0.04, -0.04], [0.00, -0.02, -0.01], [-0.24, 0.24, -0.17], [0.38, -0.57, 0.15], [-0.11, 0.28, -0.10], [0.04, -0.08, -0.09], [-0.36, 0.36, 0.39], [-0.02, -0.04, -0.27], [0.05, -0.06, 0.04], [0.07, -0.03, -0.15], [0.17, -0.15, -0.12], [0.01, 0.03, 0.02], [0.07, -0.03, 0.07], [0.00, 0.00, 0.07], [-0.01, 0.02, 0.01], [-0.02, 0.06, 0.01], [-0.02, 0.01, 0.01]]}



(8)
{"formula": "C6H17BCl2N3O5S2", "method": "the ωB97M-V functional and the def2-TZVPD basis", "e_lumo_ev": 2.8653, "spin_multiplicity": 1, "total_charge": -1, "elements": ["N", "C", "C", "C", "C", "S", "O", "O", "N", "S", "O", "O", "B", "N", "O", "H", "H", "H", "H", "H", "H", "H", "H", "H", "H", "H", "H", "H", "Cl", "C", "C", "Cl", "H", "H", "H", "H"], "coordinates": [[3.032, -2.204, -1.494], [3.466, -1.077, -0.647], [3.419, 0.222, -1.439], [2.270, 1.171, -1.098], [0.946, 0.932, -1.800], [-0.229, 0.045, -0.767], [-0.036, -1.355, -1.009], [0.022, 0.472, 0.587], [-1.617, 0.556, -1.385], [-2.851, 0.561, -0.354], [-3.167, 1.905, 0.076], [-2.795, -0.438, 0.702], [-4.301, 0.019, -1.417], [-4.153, -0.385, -2.780], [-5.519, 0.013, -0.795], [3.147, -3.072, -0.986], [3.662, -2.224, -2.287], [4.502, -1.249, -0.340], [2.878, -1.014, 0.258], [4.330, 0.778, -1.237], [3.441, 0.006, -2.501], [2.141, 1.234, -0.025], [2.610, 2.149, -1.426], [0.460, 1.880, -1.982], [1.038, 0.436, -2.756], [-5.060, -0.622, -3.169], [-3.590, -1.231, -2.809], [-5.457, -0.434, 0.070], [1.771, 0.528, 3.869], [0.085, 0.002, 3.572], [-0.903, 0.722, 4.444], [-0.759, 0.273, 6.176], [0.043, -1.073, 3.722], [-0.130, 0.214, 2.525], [-1.911, 0.461, 4.131], [-0.783, 1.798, 4.372]], "forces_ev_per_a": [[-0.04, 0.30, 0.22], [0.54, -0.52, -0.61], [-0.15, 0.25, 0.66], [0.56, 0.03, -0.80], [-0.44, 0.28, 0.53], [-0.16, -0.15, -1.16], [0.18, -0.81, -0.05], [0.10, 0.54, 0.55], [0.15, -0.20, 1.07], [-0.20, -0.01, -1.15], [-0.09, 0.51, 0.26], [0.10, -0.38, 0.45], [0.27, 0.02, -0.07], [-0.59, -0.34, 0.24], [-0.45, -0.64, 0.38], [-0.09, -0.08, -0.08], [-0.01, -0.23, -0.05], [0.15, 0.12, 0.27], [-0.40, -0.06, 0.09], [0.29, 0.07, 0.08], [-0.11, -0.10, -0.35], [-0.15, -0.03, 0.26], [-0.01, 0.34, 0.03], [-0.16, 0.26, -0.01], [0.03, -0.37, -0.14], [0.02, -0.05, -0.03], [0.60, 0.48, -0.38], [0.07, 0.81, -0.24], [0.03, -0.01, 0.07], [-0.15, -0.06, -0.15], [-0.02, 0.03, -0.14], [0.00, 0.02, 0.08], [0.06, -0.01, 0.08], [0.02, 0.01, 0.06], [0.00, -0.05, -0.02], [0.04, 0.02, 0.07]]}



(9)
{"formula": "C6H17BN3O5", "method": "the ωB97M-V functional and the def2-TZVPD basis", "e_lumo_ev": -5.2297, "smiles": "COB(O)N(COO)/C(N)=[NH+]/CCCO", "spin_multiplicity": 1, "total_charge": 1, "elements": ["C", "O", "B", "O", "N", "C", "O", "O", "C", "N", "N", "C", "C", "C", "O", "H", "H", "H", "H", "H", "H", "H", "H", "H", "H", "H", "H", "H", "H", "H", "H", "H"], "coordinates": [[3.721, 1.354, 0.544], [2.806, 0.344, 1.161], [1.624, 0.377, 0.229], [1.093, 1.688, -0.191], [1.092, -0.987, -0.252], [2.167, -2.063, -0.459], [3.320, -1.498, -1.236], [2.950, -1.338, -2.502], [-0.272, -1.227, -0.442], [-0.808, -2.598, -0.899], [-1.354, -0.167, -0.201], [-2.049, -0.367, 1.128], [-2.696, 1.092, 1.560], [-3.076, 2.057, 0.285], [-4.186, 1.492, -0.553], [3.764, 1.273, -0.626], [4.837, 1.242, 0.942], [3.384, 2.457, 0.809], [1.222, 1.858, -1.170], [1.797, -2.984, -1.079], [2.535, -2.429, 0.611], [2.733, -0.352, -2.583], [-1.096, -3.056, -0.004], [-1.706, -2.447, -1.446], [-2.046, -0.308, -0.986], [-2.860, -1.214, 0.983], [-1.259, -0.755, 1.934], [-1.863, 1.662, 2.185], [-3.675, 0.877, 2.167], [-2.156, 2.342, -0.400], [-3.509, 3.090, 0.694], [-4.437, 0.586, -0.202]], "forces_ev_per_a": [[1.56, 1.87, 0.08], [-2.72, 0.81, -4.11], [1.90, 2.86, 1.76], [1.63, -3.42, -0.76], [-3.76, -0.82, -0.42], [1.06, -1.63, -0.18], [-1.05, -0.96, 5.31], [-1.63, 2.10, -3.41], [-0.53, -0.13, -0.19], [0.65, 2.80, 1.06], [2.62, -2.45, -1.10], [-0.48, -0.18, 0.75], [0.45, 0.13, -0.43], [-0.58, 0.75, 0.49], [1.44, -1.16, 1.48], [-0.07, -0.05, 2.24], [-2.68, -0.22, -0.70], [0.56, -2.46, -0.49], [-0.56, -0.27, 1.59], [0.15, 2.04, 1.24], [-0.47, 1.14, -2.50], [0.49, -1.77, -0.08], [0.41, 0.15, -0.87], [1.40, 0.01, 0.97], [0.87, 0.28, 1.14], [1.46, 1.71, 0.58], [-1.78, 0.98, -1.72], [-2.02, -1.19, -1.14], [2.02, 0.60, -0.92], [-1.86, -0.95, 1.44], [1.06, -2.34, -0.65], [0.43, 1.78, -0.47]]}